Record 1
# C30H29BMoN9S2

C30H29BMoN9S2 as an isolated structure (the ωB97M-V functional and the def2-TZVPD basis, OMol25).

The geometry in XYZ format:
```
72
Properties=species:S:1:pos:R:3:mulliken_spin:R:1
Mo -0.0365 0.3755 0.8472 0.012
S -0.0661 -1.8496 0.0085 0.194
S -0.3743 -3.5798 -2.3464 -0.039
N 0.4520 4.0469 4.3667 0.000
N 1.7044 1.3948 1.3650 0.002
N -1.2081 2.3046 2.5500 0.004
N -0.2995 2.4695 -0.1843 0.002
N -0.1631 3.5372 0.6553 0.001
N -0.0042 -1.0009 -2.5794 0.081
N 1.4177 2.4405 2.1951 0.002
N 0.0518 4.3610 3.0954 0.000
N -1.6448 1.2178 1.8550 -0.003
C -0.0912 -1.3114 -6.2064 0.022
C -0.2985 -2.7178 -6.2830 0.219
C 2.5717 2.8530 2.7427 0.003
C -3.2178 1.7472 3.3145 0.000
C 0.5218 5.1261 6.5674 0.000
C -0.2962 -2.9040 -3.9259 0.140
C -0.4776 5.6154 3.0728 0.000
C -2.1688 2.6389 3.4272 0.004
C -0.3899 4.3625 -1.3748 0.000
C 0.8563 -1.5529 6.3069 0.000
C -0.1443 -1.9755 -1.6863 0.086
C -0.6627 -1.1235 4.5005 0.000
C 0.2009 5.1083 5.1103 0.000
C -0.0885 -1.4801 -3.8194 0.194
C -0.3914 6.1314 4.3346 0.000
C -0.4517 2.9696 -1.4174 0.000
C -3.5343 -0.3625 1.7985 0.015
C -2.8399 0.8476 2.3204 -0.002
C -0.6388 2.1251 -2.6261 -0.001
C -0.4022 -3.5202 -5.1551 -0.029
C 1.9484 -1.3213 5.4779 0.000
C -0.1954 4.6751 -0.0506 0.001
C 0.4371 -0.8914 3.6613 0.007
C -0.4439 -1.4536 5.8236 0.000
C 3.0108 1.1261 1.4358 0.002
C 3.6031 -0.0230 0.6960 0.009
C 0.0145 -0.6900 -5.0038 0.066
C 1.7477 -0.9904 4.1520 0.001
C 0.2228 -0.5051 2.3146 0.010
C 3.6029 2.0530 2.2884 0.000
B 0.0362 3.2153 2.1405 -0.002
H -0.8100 2.7676 -3.4876 0.000
H -2.0407 3.4952 4.0677 0.000
H -4.1392 1.7527 3.8692 0.000
H 1.0206 -1.8144 7.3436 0.000
H -2.9862 -1.2723 2.0584 -0.001
H -1.4940 1.4570 -2.5191 -0.001
H -0.0574 5.6341 0.4135 0.000
H 0.1731 0.3743 -4.9088 -0.001
H 3.2474 -0.9752 1.0995 -0.001
H -4.5319 -0.4371 2.2239 0.000
H -3.6352 -0.3247 0.7124 -0.004
H 0.2415 1.5144 -2.8155 -0.001
H 2.9524 -1.4008 5.8705 0.000
H 4.6869 -0.0070 0.7794 0.000
H 2.5882 -0.8002 3.4983 -0.001
H -0.0191 -0.7515 -7.1280 0.003
H -0.7098 7.1063 4.6604 0.000
H -0.3764 -3.1747 -7.2606 0.005
H 3.3480 0.0138 -0.3647 -0.003
H 0.4184 6.1309 6.9708 0.000
H -0.1493 4.4687 7.1206 0.000
H -0.5586 -4.5851 -5.2519 0.003
H 2.5740 3.6879 3.4199 0.000
H -0.9145 6.0500 2.1918 0.000
H -1.2814 -1.6355 6.4824 0.000
H -1.6692 -1.0367 4.1142 -0.001
H 4.6468 2.1341 2.5344 0.000
H 1.5411 4.7865 6.7448 0.000
H -0.4697 5.0449 -2.2021 0.000
```

Properties
E_tot: -2542.3564 Eh
expectation value of S²: 0.783
energy relative to the best compared isomer or geometry (same formula, charge and spin): 81.8 kJ/mol
charge: +2
spin multiplicity: 2

=====

Record 2
# C53H51CaN6P2S2SeTe

C53H51CaN6P2S2SeTe as an isolated structure (the ωB97M-V functional and the def2-TZVPD basis, OMol25).

The geometry in XYZ format:
```
117
Properties=species:S:1:pos:R:3:mulliken_charge:R:1
Te 0.2049 1.6931 -2.9552 -0.640
Se -1.5908 -0.0950 -3.5792 -0.396
Ca -0.3870 -0.5703 -1.0392 0.784
S -2.1410 -3.8225 2.0281 -0.401
S 3.0134 -1.7315 -2.3903 -0.151
P -0.8154 1.8347 1.0677 1.553
P 2.3740 0.5479 0.5228 1.296
N -2.6521 -0.5296 -0.1770 1.642
N 1.4944 -1.2255 -4.4660 -0.251
N 1.5557 2.5404 2.2662 1.779
N -5.3885 -0.5319 -4.4234 0.423
N 1.9225 -3.4303 -4.2325 -0.039
N -4.7929 -2.3753 -3.5822 0.480
C 2.6395 -7.0113 -4.4932 -0.524
C -5.2836 -1.0626 0.4621 -0.887
C -5.3156 0.7351 -5.1291 -0.980
C -6.4039 -0.9011 -3.5562 -0.540
C -2.1266 3.0168 0.5468 0.676
C 0.2383 -3.4349 1.2241 -0.701
C 2.4552 5.5672 4.1719 -0.807
C -3.3834 3.0296 1.1489 -0.469
C 5.1587 3.5831 0.4100 -0.715
C -3.9594 -3.4857 -3.1591 -0.898
C -1.9315 1.0845 5.4940 -0.627
C 2.2270 -5.7208 -4.7698 -0.503
C 3.2410 -7.3052 -3.2762 -0.507
C -1.4492 2.6348 3.7225 -0.476
C 4.4512 3.1377 -1.8448 -0.707
C -4.9690 0.0275 -0.3348 -1.140
C 3.6064 2.1314 -1.3840 0.136
C -2.9529 -1.6109 0.5598 0.628
C -1.4009 0.2748 3.2913 -0.475
C 5.2172 3.8678 -0.9513 -0.532
C 3.1899 -1.6864 2.0131 -0.618
C 2.2091 2.8407 4.5826 -0.259
C 3.5322 1.8505 -0.0230 0.014
C 2.1122 -2.1652 -3.7476 0.126
C 3.5341 -0.8006 0.9925 0.596
C 4.3259 2.5765 0.8678 -0.385
C 1.9342 3.3662 3.3150 0.440
C -6.0211 -2.0759 -3.0175 -0.634
C 2.4054 -4.6941 -3.8394 0.744
C 5.2111 -2.9397 1.6545 -0.686
C -4.3761 3.8906 0.7032 -0.718
C -1.7407 0.0275 4.6189 -0.710
C 2.0648 4.7483 3.1259 -0.459
C -3.6401 0.2465 -0.6358 -0.841
C -4.1297 4.7476 -0.3608 -0.592
C -4.3665 -1.4256 -4.4619 -0.801
C 4.0242 -2.7441 2.3471 -0.596
C 2.7382 5.0405 5.4264 -0.531
C -2.8891 4.7246 -0.9832 -0.683
C -1.8951 3.8648 -0.5369 -0.431
C -1.2603 1.5796 2.8293 -0.051
C -1.8154 -2.4786 0.9754 0.665
C -0.4970 -4.2752 2.0058 -0.544
C -0.4927 -2.3620 0.5966 -1.196
C 5.5492 -2.0777 0.6203 -0.599
C 2.6125 3.6719 5.6168 -0.830
C 4.7169 -1.0179 0.2911 -0.491
C 0.6115 3.0142 1.2688 -2.048
C 2.9961 -4.9854 -2.6134 -0.335
C -4.2753 -1.8932 0.9080 -1.113
C 3.4079 -6.2863 -2.3519 -0.696
C 1.9698 1.1526 2.2489 -2.908
C -1.7785 2.3936 5.0450 -0.773
H 1.7588 -5.4990 -5.7226 0.293
H 2.4911 -7.7871 -5.2335 0.344
H -4.5025 -2.7613 1.5123 0.496
H 1.3036 -3.5774 1.0857 0.516
H 4.2980 2.3592 1.9281 0.325
H -4.9024 5.4227 -0.7067 0.382
H -6.5063 -2.7079 -2.2943 0.488
H 4.4939 3.3501 -2.9052 0.441
H 0.2207 3.9846 1.5694 1.116
H 5.7605 4.1447 1.1134 0.427
H 1.4011 -3.4644 -5.0959 0.166
H -1.8533 -0.9947 4.9575 0.471
H -4.3944 -4.4382 -3.4673 0.348
H -1.2411 -0.5570 2.6113 0.321
H 2.0757 1.7822 4.7606 0.418
H 3.5671 -8.3121 -3.0521 0.367
H 3.8639 -6.4969 -1.3924 0.379
H 3.1275 -4.2049 -1.8841 0.322
H -5.9121 0.7123 -6.0430 0.319
H -2.1977 0.8958 6.5266 0.377
H 6.4627 -2.2304 0.0598 0.423
H -6.3136 -1.2722 0.7263 0.433
H 3.0508 5.6848 6.2370 0.394
H 0.7085 -1.4493 -5.0591 0.228
H -0.9558 3.8167 -1.0745 0.084
H 3.7380 -3.4206 3.1428 0.409
H 1.1922 0.4832 2.6387 0.374
H -5.3444 3.8846 1.1885 0.418
H -7.2903 -0.3114 -3.4002 0.510
H -3.8368 -3.4745 -2.0750 0.269
H 2.5587 6.6307 3.9942 0.407
H -3.3295 1.0646 -1.2746 0.677
H 2.8466 1.0319 2.8851 1.317
H 5.8638 4.6595 -1.3093 0.357
H -5.7279 0.6871 -0.7307 0.641
H 4.9877 -0.3616 -0.5270 0.406
H -3.5988 2.3510 1.9655 0.504
H 1.0765 3.1270 0.2808 0.278
H 5.8653 -3.7626 1.9140 0.391
H 1.8853 5.1695 2.1458 0.499
H -0.1628 -5.1375 2.5624 0.478
H 2.9965 1.5643 -2.0799 0.168
H -1.9150 3.2241 5.7261 0.431
H -5.6709 1.5390 -4.4838 0.348
H 1.4597 -0.2855 -4.0610 -0.063
H -2.9855 -3.3515 -3.6226 0.307
H 2.2494 -1.5739 2.5402 0.357
H -4.2694 0.9108 -5.3668 0.304
H -1.3332 3.6570 3.3787 0.406
H 2.8097 3.2398 6.5904 0.401
H -2.6927 5.3640 -1.8341 0.441
```

Properties
E_tot: -7205.0696 Eh
energy relative to the best compared isomer or geometry (same formula, charge and spin): 0.0 kJ/mol
charge: -1

=====

Record 3
# C7H14O

C7H14O as an isolated structure (the ωB97M-V functional and the def2-TZVPD basis, OMol25).

The geometry in XYZ format:
```
22
Properties=species:S:1:pos:R:3:mulliken_charge:R:1
O 0.1763 -2.2975 -1.8463 -0.724
C 0.7386 1.8723 -1.6182 -0.906
C 0.5419 -1.7141 1.5871 -1.018
C 1.1035 -1.1051 0.3595 -0.848
C -1.8215 1.5165 0.7066 -1.187
C 0.3889 0.1396 0.0076 0.549
C 1.1365 1.3154 -0.4105 -0.404
C -1.0888 0.2650 0.0911 0.225
H 0.8454 2.9160 -1.9488 0.302
H -1.5471 -0.7030 0.2675 0.487
H 0.8299 -2.7597 1.7787 0.361
H 2.1519 -0.9812 0.2637 0.593
H 0.7360 -1.9606 -1.0475 0.363
H -1.7066 2.3716 -0.0181 0.277
H -1.2227 1.8554 1.6694 0.250
H 0.3667 1.1532 -2.3358 0.293
H -0.5151 -1.7135 1.4610 0.265
H 0.7826 -1.1105 2.4631 0.275
H -2.8796 1.3996 0.9891 0.357
H -0.3128 -0.0704 -1.0257 -0.289
H 1.9741 1.5011 0.2488 0.449
H -0.6781 -1.8900 -1.6421 0.330
```

Properties
E_tot: -350.1132 Eh
energy relative to the best compared isomer or geometry (same formula, charge and spin): 646.5 kJ/mol